Here is C14H16BN6O4PtS2Se as an isolated structure in a non-equilibrium geometry from OMol25. Energies are from the ωB97M-V functional and the def2-TZVPD basis.

Geometry as XYZ:
```
45
Properties=species:S:1:pos:R:3:nbo_charge:R:1
Pt -0.058 0.257 -0.662 0.78
C 4.085 -0.292 0.477 -0.41
N 2.940 -0.323 1.370 -0.44
C 2.665 0.701 2.324 0.19
C 1.407 0.155 2.947 0.25
N 1.012 -0.905 2.366 -0.40
B -0.350 -1.689 2.767 0.17
N -1.526 -0.669 2.598 -0.47
C -2.028 0.059 3.653 -0.05
C -3.002 0.875 3.186 -0.05
N -3.091 0.644 1.837 -0.31
C -3.969 1.348 0.911 -0.41
C -2.190 -0.294 1.494 0.27
S -1.987 -0.880 -0.126 -0.11
C 1.908 -1.195 1.254 0.20
S 1.624 -2.262 0.085 0.07
H 4.899 0.230 0.976 0.22
H 3.837 0.217 -0.455 0.23
H 4.385 -1.314 0.259 0.24
H 3.474 0.844 3.044 0.24
H 0.883 0.597 3.784 0.25
H -0.458 -2.636 2.060 0.01
H -0.250 -1.912 3.941 -0.02
H -1.676 -0.095 4.657 0.24
H -3.642 1.576 3.690 0.24
H -4.637 1.979 1.489 0.23
H -4.549 0.637 0.331 0.23
H -3.374 1.963 0.237 0.23
N -0.346 -1.515 -7.799 -0.20
C -0.315 -1.257 -6.682 0.23
C -0.278 -0.936 -5.281 -0.08
C -1.042 -1.660 -4.373 -0.18
C -0.980 -1.326 -3.037 0.06
N -0.214 -0.320 -2.591 -0.42
C 0.534 0.372 -3.464 0.07
C 0.525 0.098 -4.815 -0.19
H -1.670 -2.476 -4.696 0.26
H -1.549 -1.879 -2.305 0.24
H 1.142 1.166 -3.054 0.24
H 1.134 0.680 -5.489 0.26
O 1.698 1.563 -0.810 -1.03
Se 1.297 2.385 0.562 2.75
O 1.261 3.956 0.500 -0.89
O -0.032 1.509 1.054 -1.02
O 2.502 2.023 1.784 -0.73
```

calculated total energy	-4514.3026	hartree
gap between HOMO and LUMO	0.2689	Eh
2S+1	1
relative energy (zero: lowest compared OMol25 entry of this formula, charge and spin)	29.7	kJ/mol
charge	+1

---

Here is a single C5H3NS2 molecule in a non-equilibrium geometry from OMol25. Energies are from the ωB97M-V functional and the def2-TZVPD basis.

Geometry as XYZ:
```
11
Properties=species:S:1:pos:R:3:nbo_charge:R:1
C -1.091 -1.748 0.147 -0.09
C 0.167 -1.837 -0.126 -0.10
C -1.966 -0.775 0.419 -0.26
C -1.263 0.404 0.016 0.13
C 0.809 -0.593 -0.314 -0.03
N 0.032 0.450 -0.277 -0.51
S 2.806 1.520 0.214 -0.11
S 2.504 -0.398 -0.325 0.37
H -2.896 -0.671 1.126 0.24
H -1.613 1.403 0.067 0.19
H 2.510 2.245 -0.948 0.16
```

calculated total energy	-1043.2013	hartree
gap between HOMO and LUMO (spin up / spin down)	0.2459 / 0.1967	Eh
2S+1	3

---

Here is an isolated ion of composition C4H11N5 and charge +2 in a non-equilibrium geometry from OMol25. Energies are from the ωB97M-V functional and the def2-TZVPD basis.

Geometry as XYZ:
```
20
Properties=species:S:1:pos:R:3:nbo_charge:R:1
H -2.400 -1.637 -2.239 0.39
N -2.043 -1.619 -1.268 -0.11
N -1.809 -0.596 -0.765 -0.06
C -1.328 0.014 0.272 0.47
N -2.152 0.366 1.237 -0.69
C 0.134 0.472 0.261 -0.29
C 0.350 1.465 -0.855 -0.61
C 0.912 -0.826 0.458 0.55
N 1.180 -1.627 -0.549 -0.70
N 1.442 -1.037 1.633 -0.71
H -1.808 0.889 1.997 0.43
H -3.238 0.374 1.085 0.47
H 0.288 0.932 1.287 0.26
H -0.025 2.442 -0.606 0.28
H -0.263 1.149 -1.777 0.24
H 1.477 1.409 -0.988 0.27
H 0.773 -1.380 -1.488 0.43
H 1.694 -2.493 -0.591 0.46
H 1.261 -0.537 2.569 0.46
H 2.040 -1.856 1.883 0.46
```

calculated total energy	-432.0883	hartree
SMILES	[H]/N=N/C(=[NH2+])[C@H](C)C(N)=[NH2+]
gap between HOMO and LUMO	0.3408	Eh
2S+1	1
relative energy (zero: lowest compared OMol25 entry of this formula, charge and spin)	163.4	kJ/mol
charge	+2

---

Here is a 2-piece molecular cluster, C20H15F2N2O4S overall in a non-equilibrium geometry from OMol25. Energies are from the ωB97M-V functional and the def2-TZVPD basis.

Geometry as XYZ:
```
44
Properties=species:S:1:pos:R:3:nbo_charge:R:1
C -1.121 5.002 3.033 -0.62
C -1.259 3.603 2.558 -0.08
O -0.074 3.419 1.791 -0.51
C -0.090 2.123 1.432 0.79
C 1.081 1.845 0.585 -0.32
C 0.511 1.279 -0.737 -0.05
C -0.809 0.797 -0.938 -0.13
C -1.292 0.441 -2.201 -0.22
C -0.492 0.598 -3.328 -0.18
C 0.732 1.262 -3.175 -0.25
C 1.222 1.552 -1.902 -0.13
C 1.665 3.134 0.344 0.27
N 2.421 4.029 0.329 -0.33
O -0.999 1.335 1.720 -0.57
H -1.957 5.185 3.704 0.20
H -0.184 5.165 3.579 0.22
H -1.160 5.709 2.199 0.21
H -1.269 2.874 3.380 0.20
H -2.110 3.448 1.880 0.19
H -1.512 0.718 -0.124 0.25
H -2.321 0.084 -2.304 0.21
H -0.822 0.251 -4.312 0.21
H 1.275 1.606 -4.043 0.21
H 2.194 2.034 -1.838 0.21
F 4.460 0.731 0.716 -0.35
C 3.162 0.331 1.011 0.41
F 3.140 -0.942 1.560 -0.33
S 2.327 1.503 2.100 0.26
N 0.119 -1.620 0.070 -0.75
C -0.300 -2.444 1.119 0.64
O -0.383 -2.202 2.315 -0.61
C -0.627 -3.709 0.364 -0.05
C 0.039 -3.615 -0.856 -0.13
C -0.210 -4.468 -1.883 -0.21
C -1.170 -5.452 -1.681 -0.23
C -1.821 -5.582 -0.448 -0.23
C -1.564 -4.687 0.597 -0.24
C 0.770 -2.305 -0.934 0.66
O 1.650 -1.972 -1.698 -0.64
H 2.543 0.353 0.085 0.19
H 0.321 -4.278 -2.813 0.22
H -1.431 -6.090 -2.503 0.19
H -2.556 -6.348 -0.297 0.20
H -2.098 -4.698 1.544 0.21
```

calculated total energy	-1779.4859	hartree
gap between HOMO and LUMO	0.2367	Eh
2S+1	1
relative energy (zero: lowest compared OMol25 entry of this formula, charge and spin)	283.8	kJ/mol
charge	-1

---

Here is a single C2H5N3S molecule in a non-equilibrium geometry from OMol25. Energies are from the ωB97M-V functional and the def2-TZVPD basis.

Geometry as XYZ:
```
11
Properties=species:S:1:pos:R:3:nbo_charge:R:1
C -2.344 0.435 0.081 -0.06
N -1.106 0.203 0.026 -0.57
S -0.518 -1.396 -0.327 0.37
C 1.166 -1.290 0.208 -0.18
N 2.014 -0.357 0.142 -0.22
N 1.777 0.860 -0.384 -0.64
H -2.679 1.419 0.332 0.18
H -3.114 -0.287 -0.165 0.15
H 1.456 -2.309 0.568 0.21
H 2.528 1.514 -0.192 0.37
H 0.819 1.207 -0.288 0.39
```

calculated total energy	-641.5796	hartree
SMILES	C=NS/C=N\N
gap between HOMO and LUMO	0.3391	Eh
2S+1	1
relative energy (zero: lowest compared OMol25 entry of this formula, charge and spin)	274.2	kJ/mol

---

Here is a 2-piece molecular cluster, C2H8N2S2 overall in a non-equilibrium geometry from OMol25. Energies are from the ωB97M-V functional and the def2-TZVPD basis.

Geometry as XYZ:
```
14
Properties=species:S:1:pos:R:3:nbo_charge:R:1
H 1.793 -0.689 0.875 0.34
N 1.131 -1.456 0.911 -0.74
C 0.683 -1.576 2.091 0.28
N -0.321 -2.445 2.380 -0.82
H 1.000 -0.977 2.942 0.15
H -0.737 -2.963 1.626 0.40
H -0.816 -2.352 3.247 0.39
C -0.961 1.184 0.652 -0.76
S -0.270 1.920 -0.853 0.09
S 0.034 0.418 -2.178 -0.14
H -1.916 1.670 0.839 0.22
H -0.277 1.405 1.462 0.22
H -1.244 0.138 0.531 0.25
H 1.138 -0.286 -1.850 0.13
```

calculated total energy	-986.8689	hartree
SMILES	[H]/N=C/N.CSS
gap between HOMO and LUMO	0.3479	Eh
2S+1	1
relative energy (zero: lowest compared OMol25 entry of this formula, charge and spin)	36.0	kJ/mol

---

Here is C20H43N2OP3SSc as an isolated structure in a non-equilibrium geometry from OMol25. Energies are from the ωB97M-V functional and the def2-TZVPD basis.

Geometry as XYZ:
```
71
Properties=species:S:1:pos:R:3:mulliken_charge:R:1
Sc -1.007 -1.507 -1.085 0.05
P 1.738 -1.660 -1.046 1.30
P 0.210 0.852 2.521 1.23
P 1.845 2.278 -0.664 0.95
H -3.064 -2.622 -2.552 0.43
C -2.367 -1.789 -2.637 -0.56
C -1.000 -2.029 -3.081 -0.37
H -0.634 -3.045 -3.311 0.41
C 1.958 -3.474 -0.877 -1.19
C 3.064 -1.087 0.112 -0.95
C 2.637 -1.348 -2.615 -1.45
C -1.388 1.208 3.278 -1.10
C 0.574 -0.898 2.744 -0.06
C 1.594 1.870 2.985 -0.94
C 1.764 2.570 -2.481 -1.56
C 3.440 3.103 -0.262 -1.42
C 0.774 3.667 -0.123 -1.27
H -2.864 -0.821 -2.823 0.16
H -0.485 -1.220 -3.638 0.23
H 1.061 -4.012 -1.209 0.32
H 2.157 -3.727 0.173 0.37
H 2.817 -3.774 -1.491 0.44
H 2.845 -1.378 1.149 0.40
H 3.170 0.008 0.058 -0.06
H 4.024 -1.538 -0.188 0.50
H 1.973 -1.524 -3.470 0.38
H 3.491 -2.036 -2.677 0.53
H 3.004 -0.313 -2.648 0.33
H -1.286 1.846 4.168 0.43
H -1.905 0.282 3.570 0.28
H -2.002 1.729 2.527 0.31
H 1.359 -1.068 3.514 0.57
H 0.928 -1.359 1.806 -0.46
H -0.323 -1.459 3.052 -0.38
H 1.273 2.795 3.477 0.39
H 2.132 2.159 2.071 0.06
H 2.297 1.325 3.625 0.46
H 2.729 2.948 -2.839 0.60
H 0.979 3.309 -2.689 0.46
H 1.538 1.638 -3.013 0.10
H 3.706 3.756 -1.099 0.49
H 4.227 2.352 -0.125 0.34
H 3.329 3.697 0.653 0.41
H 0.881 4.479 -0.852 0.53
H 1.087 4.033 0.860 0.43
H -0.270 3.345 -0.085 0.13
C -1.778 1.774 -1.766 0.30
C -2.788 2.749 -1.458 -0.25
C -3.360 3.534 -2.461 -0.54
C -3.005 3.379 -3.807 -0.55
C -2.081 2.397 -4.136 -0.83
C -1.395 1.676 -3.149 0.04
O -1.203 1.110 -0.777 -0.17
H 0.022 1.187 1.136 -0.23
H -3.124 2.814 -0.428 0.45
H -4.142 4.226 -2.174 0.46
H -3.406 4.007 -4.619 0.44
H -1.872 2.187 -5.189 0.46
H -0.587 0.986 -3.403 0.46
S -1.808 -3.369 0.259 -0.29
C -1.738 -3.403 2.002 0.25
N -2.342 -2.534 2.871 -0.04
C -2.459 -3.130 4.205 -0.43
C -1.594 -4.367 4.114 -0.52
N -1.174 -4.385 2.716 -0.05
H -2.983 -1.832 2.533 0.26
H -3.502 -3.384 4.416 0.42
H -2.099 -2.436 4.966 0.24
H -2.154 -5.278 4.356 0.33
H -0.725 -4.311 4.774 0.31
H -0.708 -5.156 2.254 0.25
```

calculated total energy	-3154.6092	hartree
gap between HOMO and LUMO (spin up / spin down)	0.2276 / 0.1966	Eh
2S+1	1
relative energy (zero: lowest compared OMol25 entry of this formula, charge and spin)	0.0	kJ/mol
charge	+3

---

Here is C13H36Cu4O15 as an isolated structure in a non-equilibrium geometry from OMol25. Energies are from the ωB97M-V functional and the def2-TZVPD basis.

Geometry as XYZ:
```
68
Properties=species:S:1:pos:R:3:nbo_charge:R:1
Cu -14.537 -21.204 -14.820 0.93
Cu -9.998 -19.177 -9.727 0.96
Cu -13.774 -15.981 -13.968 0.94
Cu -10.331 -17.932 -17.298 0.90
C -11.509 -19.159 -13.263 0.88
O -11.431 -19.917 -14.201 -0.84
O -12.524 -19.217 -12.543 -0.91
O -10.557 -18.360 -13.061 -0.91
C -16.996 -17.666 -10.294 -0.08
C -17.173 -18.953 -11.147 -0.12
O -18.096 -18.426 -12.185 -0.70
O -15.855 -17.015 -10.800 -0.73
H -17.010 -18.062 -9.278 0.17
H -17.805 -16.947 -10.425 0.21
H -17.773 -19.628 -10.536 0.20
H -16.306 -19.438 -11.595 0.16
H -17.449 -17.905 -12.666 0.44
H -15.202 -17.693 -10.990 0.46
C -6.922 -24.871 -10.788 -0.08
C -6.933 -23.940 -11.986 -0.10
O -7.670 -22.712 -11.763 -0.76
O -6.732 -24.131 -9.642 -0.70
H -6.078 -25.549 -10.917 0.19
H -7.826 -25.457 -10.622 0.15
H -7.216 -24.426 -12.920 0.18
H -5.868 -23.729 -12.091 0.17
H -8.012 -22.405 -12.606 0.48
H -7.415 -23.457 -9.616 0.47
C -12.319 -24.788 -16.423 -0.10
C -12.479 -23.835 -17.593 -0.10
O -13.468 -22.880 -17.388 -0.75
O -11.237 -24.461 -15.625 -0.70
H -12.156 -25.813 -16.756 0.21
H -13.194 -24.906 -15.784 0.17
H -12.833 -24.367 -18.476 0.18
H -11.505 -23.455 -17.899 0.18
H -13.470 -22.222 -18.087 0.48
H -11.304 -23.541 -15.358 0.46
C -5.624 -16.918 -16.230 -0.09
C -6.141 -16.750 -14.816 -0.08
O -6.478 -17.970 -14.330 -0.70
O -6.765 -16.965 -17.113 -0.76
H -4.884 -17.703 -16.388 0.20
H -5.159 -15.952 -16.426 0.17
H -6.943 -16.025 -14.678 0.16
H -5.381 -16.284 -14.188 0.17
H -7.409 -17.852 -14.127 0.47
H -6.430 -16.509 -17.888 0.48
C -13.048 -23.799 -10.378 -0.10
C -14.467 -24.128 -10.631 -0.12
O -14.671 -23.834 -12.027 -0.72
O -12.971 -22.436 -9.822 -0.75
H -12.410 -23.634 -11.245 0.20
H -12.539 -24.455 -9.672 0.20
H -15.175 -23.647 -9.957 0.19
H -14.630 -25.170 -10.357 0.18
H -15.594 -23.587 -11.937 0.47
H -13.170 -21.829 -10.538 0.46
C -10.225 -13.774 -11.673 -0.10
C -10.043 -13.178 -13.035 -0.10
O -10.252 -14.189 -13.963 -0.74
O -9.339 -14.732 -11.190 -0.68
H -11.238 -14.167 -11.581 0.14
H -10.297 -12.942 -10.972 0.20
H -9.069 -12.764 -13.298 0.19
H -10.805 -12.403 -13.105 0.18
H -9.980 -15.049 -13.635 0.46
H -9.677 -15.483 -11.683 0.45
```

calculated total energy	-8206.2520	hartree
gap between HOMO and LUMO	0.1118	Eh
2S+1	1
relative energy (zero: lowest compared OMol25 entry of this formula, charge and spin)	1337.2	kJ/mol
charge	+2